Model w:
ORCA calculation (ωB97M-V/def2-TZVPD) on C5H6O3 as an isolated structure.

Computed properties:
frontier orbital gap	9.5	eV
HOMO energy	-0.3403	hartree
E_LUMO	0.2	eV
charge	0

Atoms and positions in Å:
C1 -0.4550 -0.7856 0.4108
C2 -0.0465 0.0342 -0.7562
C3 1.3718 0.1365 -0.5634
C4 0.0892 0.2792 1.3324
C5 -0.5667 1.1825 0.3030
H1 -1.9038 -0.6145 -0.9010
H2 0.0583 -1.8664 0.2185
H3 -0.5728 -0.2771 -1.6281
H4 1.8584 -0.7634 -1.0420
H5 1.6976 0.9034 -1.1470
H6 0.0283 0.4472 2.3961
O1 -1.8218 -1.0089 0.3820
O2 1.4871 0.2488 0.9383
O3 -1.2243 2.0842 0.0567

Model x:
ORCA calculation (ωB97M-V/def2-TZVPD) on one molecule with the formula C5H6O3.

Computed properties:
frontier orbital gap (alpha / beta)	7.5 / 7.5	eV
HOMO energy (alpha / beta)	-0.3257 / -0.3257	hartree
E_LUMO (alpha / beta)	-1.4 / -1.4	eV
charge	0

Atoms and positions in Å:
C1 -1.1054 -0.1336 -1.0860
C2 1.4425 -0.3188 -0.1771
C3 -0.1904 0.4976 -0.0397
C4 -0.8385 0.0842 1.4706
C5 1.4033 -1.0024 0.8725
O1 2.1630 0.1844 -1.1643
O2 0.0704 1.7269 -0.0228
O3 -1.8798 -0.4909 1.6153
H1 1.8196 1.0826 -1.3291
H2 -0.5237 0.8654 2.1904
H3 1.6075 -1.6601 1.6823
H4 -1.3076 -1.1736 -0.8417
H5 -0.6233 -0.0902 -2.0621
H6 -2.0375 0.4286 -1.1082

Model y:
ORCA calculation (ωB97M-V/def2-TZVPD) on one molecule with the formula C5H6O3.

Computed properties:
frontier orbital gap	11.0	eV
HOMO energy	-0.3681	hartree
E_LUMO	1.0	eV
SMILES	C1[C@@H]2O[C@H]3O[C@@H]2O[C@@H]13
charge	0

Atoms and positions in Å:
C1 1.3362 0.1492 0.0030
C2 0.3400 -0.5210 0.9343
O1 -0.0828 -1.5654 0.0044
C3 -0.8004 -0.6762 -0.8394
O2 -1.8250 -0.2309 -0.0062
C4 -0.9460 0.4740 0.8610
O3 -0.4904 1.4993 0.0029
C5 0.1760 0.6083 -0.9072
H1 1.9266 1.0121 0.3535
H2 1.9982 -0.6018 -0.4432
H3 0.6027 -0.9197 1.9110
H4 -1.1438 -1.1529 -1.7545
H5 -1.4446 0.8530 1.7673
H6 0.3532 1.0719 -1.8869

Decreasing stability: model y, model x, model w

Model w:
ORCA calculation (ωB97M-V/def2-TZVPD) on a 2-piece molecular cluster, C5H6O3 overall.

Computed properties:
frontier orbital gap	9.1	eV
HOMO energy	-0.3488	hartree
E_LUMO	-0.3	eV
charge	0

Atoms and positions in Å:
C1 0.7163 -0.3809 -0.1502
C2 -0.2884 -1.1525 0.8134
C3 -0.6840 -0.9122 -0.4605
C4 -0.8494 1.4632 -0.3115
C5 0.6545 1.0116 0.2074
H1 2.9210 -0.8642 0.2312
H2 -0.8833 -0.8048 1.7146
H3 0.0616 -2.0428 1.1269
H4 -0.8706 -1.6961 -1.2753
H5 -1.3755 2.4582 0.3459
H6 -1.2302 1.8974 -1.3229
O1 1.8974 -0.8874 -0.7230
O2 -1.6025 0.1242 -0.3430
O3 1.5331 1.7863 0.1470

Model x:
ORCA calculation (ωB97M-V/def2-TZVPD) on C5H6O3 as an isolated structure.

Computed properties:
frontier orbital gap	7.6	eV
HOMO energy	-0.2845	hartree
E_LUMO	-0.1	eV
charge	0

Atoms and positions in Å:
C1 1.1078 1.0270 -0.7682
C2 -0.2490 0.3347 -0.3821
C3 -2.2178 0.2086 0.5291
C4 -1.5756 -1.0396 0.7631
C5 -0.3277 -0.9876 0.1373
H1 2.8595 0.4149 0.3053
H2 1.1537 1.1972 -1.9640
H3 1.2696 2.0148 -0.1835
H4 -3.1490 0.7230 0.5394
H5 -1.9678 -1.8452 1.4256
H6 1.5152 -1.0806 0.0993
O1 2.1455 -0.0847 -0.5478
O2 -1.3248 0.9262 -0.1361
O3 0.7602 -1.8087 0.1827

Model y:
ORCA calculation (ωB97M-V/def2-TZVPD) on C5H6O3 as an isolated structure.

Computed properties:
frontier orbital gap	9.2	eV
HOMO energy	-0.3359	hartree
E_LUMO	0.0	eV
charge	0

Atoms and positions in Å:
C1 -1.1388 -0.6571 1.1800
C2 -0.1200 0.0695 0.4114
C3 1.0908 0.7109 0.5591
C4 1.4254 1.0155 -0.7959
C5 -0.1455 -0.3180 -1.1487
H1 -2.0499 -0.6311 -0.5025
H2 -1.2116 -0.4983 2.4058
H3 -0.7638 -1.7341 1.2573
H4 1.6958 0.9496 1.5298
H5 1.3523 2.0016 -1.1380
H6 2.5531 0.6747 -1.0686
O1 -2.4193 -0.6378 0.7184
O2 0.8104 0.1013 -1.7521
O3 -1.0789 -1.0466 -1.6561

Decreasing stability: model y, model x, model w

Model w:
ORCA calculation (ωB97M-V/def2-TZVPD) on one molecule with the formula C5H6O3.

Computed properties:
frontier orbital gap	9.3	eV
HOMO energy	-0.3692	hartree
E_LUMO	-0.7	eV
charge	0

Atoms and positions in Å:
C1 2.0858 1.1897 0.5730
C2 1.0531 0.4540 0.6511
C3 -0.4309 0.6228 0.9088
C4 0.7825 -0.6835 -0.3817
C5 -0.7508 -0.4389 -0.2712
O1 -1.0109 1.8838 0.7432
O2 1.3683 -0.5317 -1.6672
O3 -1.3567 -1.6545 0.0091
H1 -0.8217 0.3351 1.8986
H2 1.0203 -1.6102 0.1191
H3 -1.2811 0.0483 -1.1248
H4 -0.7276 2.2562 -0.0489
H5 2.3904 -0.4316 -1.5625
H6 -2.3207 -1.4396 0.1535

Model x:
ORCA calculation (ωB97M-V/def2-TZVPD) on one molecule with the formula C5H6O3.

Computed properties:
frontier orbital gap	9.8	eV
HOMO energy	-0.3640	hartree
E_LUMO	-0.1	eV
SMILES	O=C1C=C[C@@H](O)[C@@H]1O
charge	0

Atoms and positions in Å:
O1 2.6206 0.1694 -0.4670
C1 1.4529 -0.1604 -0.2600
C2 0.8082 -1.5198 -0.3341
C3 -0.4713 -1.4669 0.0015
C4 -0.9797 -0.0169 0.1293
O2 -1.8344 0.1458 1.2933
C5 0.3404 0.8391 0.1755
O3 0.1373 1.9652 -0.6377
H1 1.2435 -2.4547 -0.7332
H2 -1.2369 -2.2342 -0.0850
H3 -1.5861 0.2665 -0.7619
H4 -2.0477 1.0585 1.2311
H5 0.5116 1.1486 1.2963
H6 1.0415 2.2598 -0.8480

Decreasing stability: model x, model w

Model w:
ORCA calculation (ωB97M-V/def2-TZVPD) on one molecule with the formula C12H22N2O5.

Computed properties:
frontier orbital gap	6.5	eV
HOMO energy	-0.2631	hartree
E_LUMO	-0.7	eV
SMILES	[NH3+][C@@H](CCC(=O)[O-])C(=O)OC[C@H]1CCC[C@@H](CO)N1
charge	0

Atoms and positions in Å:
N1 1.0730 2.4648 -2.7038
C1 0.7046 1.8014 -1.3969
C2 -0.1944 0.5773 -1.6474
C3 -1.7344 1.0354 -1.9218
C4 -1.9827 1.3679 -3.4642
O1 -1.9550 0.3060 -4.1557
O2 -2.6053 2.3782 -3.8591
C5 1.8604 1.3400 -0.4605
O3 2.7963 0.7188 -0.9484
O4 1.8060 1.7007 0.7830
C6 2.8533 1.2564 1.6849
C7 2.2366 0.0487 2.5509
C8 1.1776 0.6125 3.6489
C9 0.4545 -0.4887 4.4139
C10 0.9039 -1.9911 3.9770
C11 0.6502 -2.0959 2.4551
C12 -0.8198 -1.9987 1.9193
O5 -1.1216 -0.6198 1.6114
N2 1.5243 -1.0180 1.7947
H1 0.2646 2.7435 -3.2513
H2 1.6584 1.8323 -3.2797
H3 1.7228 3.2974 -2.4265
H4 0.1239 2.5200 -0.9135
H5 -0.0674 -0.1102 -0.7886
H6 0.1410 0.0325 -2.4862
H7 -2.1311 1.8377 -1.2816
H8 -2.2842 0.0917 -1.6927
H9 3.1283 2.0568 2.3290
H10 3.6924 0.8724 1.0617
H11 3.0408 -0.4508 3.0808
H12 0.4101 1.2665 3.1903
H13 1.8252 1.1672 4.4291
H14 -0.6378 -0.4374 4.3937
H15 0.7178 -0.3104 5.4870
H16 1.9575 -2.2339 4.2605
H17 0.3189 -2.7831 4.4369
H18 0.9145 -3.1375 2.2719
H19 -1.5490 -2.4346 2.5582
H20 -0.9864 -2.4636 1.0139
H21 -0.2675 -0.2341 1.7547
H22 1.9497 -1.2486 0.9134

Model x:
ORCA calculation (ωB97M-V/def2-TZVPD) on one molecule with the formula C12H22N2O5.

Computed properties:
frontier orbital gap	10.4	eV
HOMO energy	-0.3536	hartree
E_LUMO	0.7	eV
SMILES	CCOC(=O)CCCCC(=O)N[C@@H](CO)C(=O)NC
charge	0

Atoms and positions in Å:
C1 -3.4109 -2.5084 0.9831
C2 -3.8292 -1.5254 -0.1003
O1 -2.7501 -0.6547 -0.4514
C3 -2.5604 0.4314 0.3110
O2 -3.2765 0.7480 1.2219
C4 -1.3240 1.1764 -0.1364
C5 -1.2947 2.6056 0.3961
C6 -0.0943 3.4035 -0.1087
C7 1.2439 2.8789 0.4181
C8 1.7202 1.6642 -0.3520
O3 1.5980 1.5477 -1.5614
N1 2.3232 0.7186 0.3931
C9 2.9254 -0.4735 -0.1736
C10 3.9525 -1.0179 0.8298
O4 3.3563 -1.2687 2.0713
C11 1.8298 -1.5277 -0.4440
O5 1.6819 -2.5074 0.2687
N2 1.0797 -1.2412 -1.5107
C12 -0.0309 -2.0654 -1.9258
H1 -3.1867 -1.9736 1.9028
H2 -2.5268 -3.0596 0.6714
H3 -4.2194 -3.2087 1.1719
H4 -4.6751 -0.9194 0.2394
H5 -4.0887 -2.0433 -1.0260
H6 -1.2766 1.1647 -1.2263
H7 -0.4684 0.6073 0.2357
H8 -1.2963 2.5809 1.4875
H9 -2.2103 3.1115 0.0836
H10 -0.2140 4.4424 0.2030
H11 -0.0661 3.3769 -1.1997
H12 1.1767 2.6556 1.4836
H13 2.0064 3.6500 0.2792
H14 2.3740 0.7804 1.4003
H15 3.4067 -0.2065 -1.1214
H16 4.7361 -0.2746 1.0005
H17 4.4083 -1.9260 0.4141
H18 2.6868 -1.9568 1.9128
H19 1.2130 -0.3399 -1.9621
H20 0.0355 -2.2614 -2.9959
H21 -0.9825 -1.5787 -1.7047
H22 0.0276 -3.0049 -1.3784

Decreasing stability: model x, model w

Model w:
ORCA calculation (ωB97M-V/def2-TZVPD) on one molecule with the formula C16H23BN2O4.

Computed properties:
frontier orbital gap	9.2	eV
HOMO energy	-0.3169	hartree
E_LUMO	0.5	eV
SMILES	C=CC(=O)N(C)CC(=O)N[C@@H](Cc1ccc(C)cc1C)B(O)O
charge	0

Atoms and positions in Å:
C1 3.6423 -0.7296 -1.4132
C2 2.8005 -0.0074 -0.6818
C3 2.1505 -0.5039 0.5219
O1 1.9779 -1.7116 0.6726
N1 1.7587 0.3675 1.5361
C4 1.1596 -0.1694 2.7236
C5 1.8446 1.8324 1.3629
C6 1.0027 2.3079 0.2051
O2 1.5248 2.8378 -0.7462
N2 -0.3574 2.0922 0.3304
C7 -1.2390 1.9676 -0.8247
C8 -2.3504 0.8991 -0.6561
C9 -1.8159 -0.4813 -0.2192
C10 -2.1364 -0.9985 1.0488
C11 -1.6992 -2.2408 1.4359
C12 -0.8350 -2.9540 0.6321
C13 -0.2511 -4.2334 1.1467
C14 -0.5098 -2.4562 -0.6136
C15 -1.0108 -1.2475 -1.0430
C16 -0.7398 -0.8481 -2.4513
B1 -1.7621 3.4660 -1.2624
O3 -3.0955 3.8000 -1.3054
O4 -0.8240 4.3894 -1.6715
H1 3.8764 -1.7305 -1.1013
H2 4.0823 -0.3693 -2.3297
H3 2.5516 1.0096 -1.0040
H4 0.1622 -0.4900 2.5184
H5 1.7431 -1.0229 3.1010
H6 1.1365 0.6308 3.5022
H7 1.6064 2.4115 2.2556
H8 2.8890 2.0694 1.2075
H9 -0.7466 1.6388 1.1280
H10 -0.5958 1.7127 -1.6572
H11 -3.0545 1.2784 0.0890
H12 -2.8860 0.8165 -1.6008
H13 -2.7798 -0.4408 1.7274
H14 -1.9269 -2.5909 2.4100
H15 0.6431 -4.0496 1.7572
H16 -0.9683 -4.7575 1.8021
H17 0.0708 -4.9581 0.3762
H18 0.1497 -3.0164 -1.2556
H19 -1.6676 -0.4930 -2.9139
H20 -0.3940 -1.6654 -3.1038
H21 -0.0112 -0.0229 -2.4510
H22 -3.1712 4.6863 -1.6916
H23 0.0558 3.9754 -1.4936

Model x:
ORCA calculation (ωB97M-V/def2-TZVPD) on one molecule with the formula C16H23BN2O4.

Computed properties:
frontier orbital gap	8.3	eV
HOMO energy	-0.2992	hartree
E_LUMO	0.2	eV
SMILES	C=CC(=O)N(C)CC(=O)N[C@@H](Cc1ccc(C)c(C)c1)B(O)O
charge	0

Atoms and positions in Å:
C1 -0.6020 3.4894 3.6433
C2 -1.7882 3.2339 3.1393
C3 -1.9598 3.3010 1.6979
O1 -1.0393 3.5943 0.9685
N1 -3.1978 2.9226 1.1713
C4 -4.2662 2.4030 2.0555
C5 -3.3428 2.5891 -0.2733
C6 -2.5340 1.3559 -0.5499
O2 -3.0501 0.2791 -0.3264
N2 -1.2244 1.5895 -0.9342
C7 -0.2015 0.5778 -0.7693
C8 -0.2481 -0.5136 -1.8175
C9 0.6421 -1.6375 -1.3982
C10 0.4165 -2.2761 -0.1559
C11 1.2578 -3.2855 0.2632
C12 2.3009 -3.7322 -0.5252
C13 3.2442 -4.7300 0.0525
C14 2.5314 -3.1428 -1.7875
C15 3.7183 -3.5426 -2.6003
C16 1.6927 -2.0934 -2.1687
B1 1.2419 1.2564 -0.5607
O3 2.3311 0.7278 -1.1916
O4 1.4289 2.3677 0.2227
H1 -0.4118 3.4514 4.6894
H2 0.2668 3.7756 3.0233
H3 -2.5710 2.8263 3.7454
H4 -4.4317 3.0942 2.8730
H5 -3.9993 1.4074 2.4620
H6 -5.2013 2.2613 1.5093
H7 -4.4091 2.4595 -0.4868
H8 -2.9557 3.4376 -0.8812
H9 -0.8572 2.5450 -0.9330
H10 -0.2425 0.1748 0.2476
H11 0.0676 -0.1340 -2.8041
H12 -1.2970 -0.9078 -1.8848
H13 -0.3846 -1.9335 0.4554
H14 1.0679 -3.7617 1.2091
H15 3.4115 -4.4308 1.0929
H16 2.7896 -5.7204 0.0035
H17 4.2238 -4.7692 -0.4096
H18 3.5547 -3.3369 -3.6752
H19 4.6363 -3.0474 -2.2704
H20 3.8846 -4.6214 -2.5433
H21 1.8362 -1.6477 -3.1309
H22 3.0666 1.3956 -1.0703
H23 0.6040 2.7484 0.6233

Decreasing stability: model w, model x